# 1
Molecular formula: C20H15ClIMgN6O2
Method: DFT, the ωB97M-V functional and the def2-TZVPD basis

ΔE to the lowest compared entry with this formula, charge and spin in kJ/mol: 24.0
HOMO level in eV: -10.376
E in eV: -60086.879
Orbital gap in eV: 7.431
Total charge: +1

Last column: Löwdin charge in e.
Positions of all 46 atoms, in Å:
H (-1.15510, 0.18510, 5.74360)  0.11
O (0.94670, 0.72540, 0.21780)  -0.22
C (-0.68400, 3.64670, 0.04890)  -0.59
N (-11.06770, 0.26590, -0.02200)  0.19
C (2.96260, -0.32480, 3.67850)  -0.61
C (-7.66860, 0.92290, 0.14230)  0.00
C (-2.44870, -1.64930, 0.31310)  -0.08
H (-2.15840, 0.80960, 3.54680)  0.12
C (2.94220, 0.08820, 1.31050)  -0.61
C (-0.54260, 0.19360, 4.85630)  -0.02
H (-0.66980, 5.70970, 0.00960)  0.12
H (1.16550, 4.31480, -0.54500)  0.13
H (-3.58890, 1.14120, -0.68860)  0.15
N (-4.40430, -0.76890, -0.13330)  0.00
I (3.93640, 0.27940, -0.53030)  0.94
C (-8.03070, -1.39660, -0.42560)  0.01
C (-5.79750, -0.54860, -0.18640)  -0.17
C (-9.93890, 0.08150, -0.06310)  -0.18
C (3.62670, -0.25300, 2.47530)  -0.15
C (-6.66560, -1.59810, -0.47080)  0.01
H (-5.63870, 1.53050, 0.34890)  0.11
C (1.57160, -0.07930, 3.74170)  -0.16
H (-8.07490, 1.89390, 0.38240)  0.13
H (0.97280, 2.58320, -0.37500)  0.09
N (-1.21440, 4.87660, 0.14410)  0.20
C (-3.43600, 0.14580, -0.32220)  -0.11
N (-2.24900, -0.35530, -0.05920)  0.00
N (-0.42260, 0.55000, 2.50890)  0.05
C (-8.53890, -0.13590, -0.11700)  -0.22
H (-1.62690, -2.29180, 0.56870)  0.13
H (-4.32210, -2.81390, 0.51620)  0.13
H (-6.27960, -2.57020, -0.73030)  0.12
C (-1.11290, 0.53530, 3.62420)  -0.09
C (1.58120, 0.36130, 1.29390)  -0.44
H (-2.16660, 4.97330, 0.45310)  0.13
C (0.89510, 0.26350, 2.53600)  -0.14
C (-6.30430, 0.71510, 0.11240)  0.01
O (-1.39050, 2.64180, 0.29420)  -0.03
H (-8.70340, -2.21590, -0.62200)  0.13
C (0.79200, -0.12680, 4.91270)  0.01
Cl (3.83660, -0.66780, 5.12740)  0.73
C (-3.78290, -1.92310, 0.26730)  -0.01
N (0.58830, 3.52490, -0.31560)  0.22
H (1.25920, -0.40870, 5.84430)  0.10
Mg (-0.83270, 0.88370, 0.57740)  0.64
H (4.68800, -0.44620, 2.43250)  0.10

***

# 2
Molecular formula: C20H15ClN4
Method: DFT, the ωB97M-V functional and the def2-TZVPD basis

ΔE to the lowest compared entry with this formula, charge and spin in kJ/mol: 340.8
HOMO level in eV: -7.267
E in eV: -39462.719
Orbital gap in eV: 7.351
SMILES: Clc1n[nH]/c(=N\N(c2ccccc2)c2ccccc2)c2ccccc12

Last column: Löwdin charge in e.
Positions of all 40 atoms, in Å:
C (3.08951, 3.54716, -2.09270)  -0.11
C (-3.36022, -1.13702, 2.00030)  -0.63
C (-4.92240, -1.12366, -0.04074)  -0.08
C (3.03263, 1.22760, -1.37054)  -0.04
C (-4.20633, -0.57308, -2.22418)  -0.03
C (-3.64564, -0.97921, 0.48712)  -0.14
H (-5.75910, -1.53399, 0.54214)  0.11
C (-1.25939, -0.25291, 0.13391)  -0.25
H (-4.35211, -0.55511, -3.30914)  0.11
N (-1.11584, -0.32968, 1.51362)  0.08
N (1.06575, 0.24157, -0.34383)  -0.07
C (-2.63385, -0.49581, -0.36339)  -0.13
C (2.52742, -0.04752, 1.62599)  0.00
H (3.51197, -0.34289, 3.39338)  0.05
H (0.16680, 2.80835, -0.74977)  0.10
H (1.42142, 4.68296, -1.55193)  0.08
H (2.60117, 1.08877, 1.66194)  0.14
N (-2.15185, -0.82165, 2.41954)  0.05
H (-2.02022, -0.20808, -2.37320)  0.12
C (1.75168, -0.54956, 0.55705)  -0.30
C (1.78929, 1.38521, -0.86806)  -0.22
H (-6.23604, -1.04243, -1.73482)  0.11
H (3.11558, -2.88799, 3.62216)  0.13
Cl (-4.48646, -1.92327, 3.08680)  0.67
C (1.56937, -1.94190, 0.55293)  -0.03
C (2.10998, -2.75048, 1.57287)  -0.08
H (3.42060, 0.19170, -1.42062)  0.13
C (3.69798, 2.30285, -1.96349)  -0.06
C (2.82469, -2.24656, 2.70392)  -0.08
H (-0.14869, -0.55924, 1.78347)  0.12
H (4.64014, 2.15859, -2.50060)  0.11
H (3.52249, 4.39099, -2.59058)  0.10
H (1.74873, -3.75911, 1.52893)  0.09
C (1.22361, 2.69066, -0.92352)  0.01
C (-5.21770, -0.96939, -1.35350)  -0.10
N (-0.27771, 0.11541, -0.66051)  0.12
C (-2.86792, -0.45329, -1.69790)  -0.02
C (1.89728, 3.76700, -1.52172)  -0.10
C (3.03905, -0.86854, 2.68744)  -0.08
H (0.89432, -2.24647, -0.21874)  0.11

***

# 3
Molecular formula: C20H15F10N3O9
Method: DFT, the ωB97M-V functional and the def2-TZVPD basis

HOMO level in eV: -8.702
E in eV: -71057.155
Orbital gap in eV: 8.128
SMILES: Nc1cc(C(F)(F)C(F)(F)C(F)(F)F)c2nccnc2c1.O=C1OC[C@@H](F)O1.O=C1OC[C@@H](F)O1.O=C1OC[C@@H](F)O1

Last column: Löwdin charge in e.
Positions of all 57 atoms, in Å:
F (2.03634, -5.97037, 1.15462)  0.08
H (4.34306, 0.12403, -2.16931)  0.10
H (-0.45034, 4.39050, 1.97795)  0.11
O (0.91734, 0.16696, 5.75079)  0.13
N (3.41654, -0.27558, -2.14713)  0.13
O (0.75590, -2.05969, 5.80229)  0.07
F (-0.61788, -0.19634, 1.87465)  0.12
C (1.60289, -1.00858, 5.65827)  -0.55
N (2.16268, 3.84810, -0.02626)  0.14
F (-1.17660, 0.72873, 6.39932)  0.08
H (-3.76305, 0.95235, -3.92879)  0.15
C (-2.86192, 1.82475, -6.41164)  -0.55
O (-3.08532, 0.60829, -5.83389)  0.13
C (1.32196, 4.45009, 0.76750)  -0.11
O (-3.90337, 2.65972, -6.16475)  0.07
C (-0.68062, -0.19660, 0.52188)  -0.39
F (-0.65288, -1.47815, 0.13081)  0.12
C (-4.15926, 0.75854, -4.92142)  -0.31
H (3.49471, -1.24357, -1.86069)  0.07
C (-2.11522, 0.33523, 0.13853)  -0.36
O (3.75637, -4.83974, 0.21701)  0.14
O (4.82646, -3.20421, -0.91854)  0.18
H (-1.32180, -2.13868, 5.70164)  0.14
C (3.90761, -3.58250, -0.27439)  -0.55
C (1.88457, 2.53194, -0.27593)  -0.20
C (-0.46254, -0.13356, 5.63509)  -0.31
H (1.37044, -3.10834, 1.50771)  0.14
F (-1.55455, 0.27502, -2.17533)  0.20
O (-1.89726, 2.11217, -7.03057)  0.19
H (1.23496, -1.18032, -1.06886)  0.12
H (3.15076, -4.66399, 2.17332)  0.18
H (-0.64755, -1.56622, 7.24411)  0.14
C (0.75343, 1.91015, 0.27599)  -0.17
C (2.71550, -4.80007, 1.18217)  -0.30
H (3.63116, 2.29044, -1.48780)  0.12
C (-2.23264, 0.96964, -1.27543)  -0.55
C (-4.93611, 1.90687, -5.52119)  -0.05
C (0.51517, 0.55084, -0.03924)  -0.06
C (2.54762, 0.46785, -1.35459)  -0.28
C (1.87105, -3.64103, 0.70346)  -0.05
H (-5.65251, 1.55725, -6.26592)  0.14
F (-3.53366, 0.95383, -1.63430)  0.15
C (0.20059, 3.81812, 1.33274)  -0.10
C (1.38459, -0.14217, -0.83142)  0.05
F (-2.59834, 1.19819, 1.02444)  0.16
N (-0.10267, 2.57135, 1.10248)  0.15
F (-4.88496, -0.38778, -4.89164)  0.08
C (2.76043, 1.79415, -1.08535)  0.04
O (2.76547, -1.10176, 5.46493)  0.18
F (-1.83121, 2.22711, -1.29119)  0.20
F (-2.94307, -0.73130, 0.13042)  0.14
H (1.13376, -3.95959, -0.03465)  0.15
H (-5.45067, 2.51210, -4.77942)  0.14
O (2.85260, -2.80591, 0.07430)  0.04
H (1.50224, 5.48999, 1.00049)  0.11
C (-0.53252, -1.54843, 6.15961)  -0.05
H (-0.76766, -0.01982, 4.59308)  0.16

***

# 4
Molecular formula: C20H15F12GaN3O4S3
Method: DFT, the ωB97M-V functional and the def2-TZVPD basis

ΔE to the lowest compared entry with this formula, charge and spin in kJ/mol: 0.0
HOMO level in eV: -5.271
E in eV: -151141.146
Orbital gap in eV: 7.234
Total charge: -1

Last column: Löwdin charge in e.
Positions of all 58 atoms, in Å:
F (1.19946, -2.81828, -3.08825)  0.15
C (-0.95270, 1.96980, 5.23294)  -0.10
C (2.38702, -2.81793, -0.02728)  -0.53
S (-3.64897, -2.66611, -0.63002)  0.84
S (-2.25331, -1.40173, 1.78395)  0.66
H (-1.55810, 4.27471, -1.24022)  0.12
H (-2.32167, 1.86154, -1.47977)  0.14
N (-1.51933, 0.44121, -0.24734)  -0.06
H (2.63160, 1.04995, 4.17835)  0.11
C (-0.95279, 2.70226, 0.07126)  -0.25
H (-2.97537, -4.06864, 1.19152)  0.01
F (3.28234, -3.31971, -0.89435)  0.16
F (-0.24341, -4.32067, 0.31281)  0.16
C (4.05478, 1.37258, -0.67981)  -0.68
H (-1.96682, 2.23069, 5.51475)  0.10
N (-2.35981, -0.49867, -0.76391)  -0.08
C (0.98602, -2.51726, -0.67101)  -0.27
H (-0.59776, 6.04450, 0.24505)  0.11
C (0.12289, 2.63553, 5.81493)  -0.12
F (2.91203, -1.70843, 0.49068)  0.16
F (2.26296, -3.70813, 0.97017)  0.16
O (2.79620, 1.92106, 1.53573)  -0.27
C (-3.92095, -3.82462, 0.71235)  -0.45
C (0.55410, 0.63168, 3.88190)  -0.31
C (0.22408, -3.87362, -0.85193)  -0.55
F (0.20379, -1.04326, -2.37675)  0.17
C (-0.52631, 4.99845, 0.51549)  -0.05
H (2.26386, 2.79409, 5.88168)  0.10
H (-0.04457, 3.41188, 6.55203)  0.09
F (-0.82372, -3.71180, -1.66099)  0.15
H (0.53390, 5.33761, 2.36255)  0.11
F (1.00277, -4.84108, -1.37085)  0.15
O (0.23621, -1.78092, 0.15181)  -0.12
Ga (0.09365, -0.05824, 1.03069)  0.39
H (1.88600, -0.53086, 2.69958)  0.07
F (4.50276, 0.19652, -0.25770)  0.15
C (-1.62771, 1.62915, -0.67824)  -0.03
F (2.34716, -1.22683, -2.21093)  0.16
H (-4.61372, -3.42685, 1.45088)  0.02
C (1.62219, 1.29554, 4.48910)  -0.07
S (2.49369, 1.85524, 0.12695)  0.56
F (3.91095, 1.34158, -2.00236)  0.14
H (-4.34278, -4.71461, 0.24413)  0.03
H (-1.58850, 0.48834, 3.81654)  0.07
O (2.12738, 3.07096, -0.54868)  -0.26
C (-2.67508, -1.41331, 0.13149)  -1.10
H (0.35619, -1.34634, 3.07087)  0.06
C (0.81155, -0.39012, 2.81969)  -0.16
C (-1.06341, 4.02382, -0.31018)  -0.02
C (-0.74094, 0.98150, 4.28199)  -0.06
C (1.41370, 2.28704, 5.44017)  -0.10
N (-0.34744, 2.32096, 1.20127)  0.10
O (1.54444, 0.73411, -0.19519)  -0.30
C (0.09861, 4.61422, 1.68627)  -0.03
C (0.18070, 3.26074, 1.98528)  -0.09
C (1.19098, -1.88935, -2.11252)  -0.53
F (4.96137, 2.30871, -0.37329)  0.13
H (0.69709, 2.91806, 2.87217)  0.10